A gas-phase ion, C2H6N2 (charge -1) in a non-equilibrium geometry. Source: the Open Molecules 2025 dataset; level of theory: ωB97M-V/def2-TZVPD.

Last column: Löwdin charge in e.
Atoms and positions in Å:
N 0.0183 0.8666 -1.7827  -0.0518
H -1.3577 -0.7067 0.1407  -0.0073
H 1.1394 1.1857 -0.0056  0.0898
H 0.8445 -1.3015 1.7927  -0.0228
C 0.2291 0.6766 -0.3618  -0.3161
C -0.3894 -0.2388 0.3804  -0.6049
H -0.5649 -0.6387 2.3197  -0.0503
H 0.7183 0.3954 -2.3467  0.0288
N 0.2060 -0.5329 1.6566  -0.0862
H -0.8436 0.2943 -1.7933  0.0209

LUMO level (alpha / beta)	0.16688 / 0.17054	hartree
strongest force on any atom	0.04789	Eh/bohr
highest occupied orbital energy (alpha / beta)	1.507 / -4.248	eV
⟨S²⟩	0.7505
energy above the lowest of the compared OMol25 structures with the same formula, charge and spin	23.2	kcal/mol
multiplicity	2
charge	-1
electronic energy	-5148.605	eV

---

2 unconnected molecules or ions with the total composition C16H32O in a non-equilibrium geometry. Source: the Open Molecules 2025 dataset; level of theory: ωB97M-V/def2-TZVPD.

Last column: Löwdin charge in e.
Atoms and positions in Å:
H 3.9802 -0.4643 1.3461  0.1546
H -3.7454 0.6798 1.2449  0.1642
H -2.7721 0.3263 -2.4179  -0.0130
H 4.3144 -0.2404 -0.5981  0.1455
H 5.1625 1.6237 1.9463  0.1870
C -3.1518 0.6439 -1.6798  -0.2345
H 7.3376 0.1140 -0.9876  0.1406
C -7.2855 -0.8492 0.3368  -0.1036
H -6.9973 -0.2325 -0.4723  0.0365
C 0.4671 1.3047 -0.4717  -0.1894
C 2.9029 1.3239 0.3012  -0.1466
H -2.9933 -1.0958 -0.6436  0.0592
H -1.0068 -0.3385 -0.0598  0.1776
H -0.4607 -0.0138 -1.7039  0.0628
H 2.7738 1.5292 1.1793  0.0028
C 6.6362 0.1478 1.1986  -0.2309
H 0.8053 2.1060 -1.2058  0.1296
H 0.2610 1.8240 0.4015  0.0730
O 6.0466 -2.3188 -1.5768  -0.0366
H -1.6090 2.1655 -1.7561  0.1582
C 5.4364 0.7824 0.7723  -0.3405
H 8.0556 -1.0759 0.2503  0.1212
H -5.0451 0.7880 0.3171  0.0702
H 7.3142 0.7697 1.7004  0.0881
C -3.7019 -0.5625 -1.0490  -0.0680
H 6.3085 -0.6710 1.8446  0.0990
C -1.9930 1.3095 -0.9181  -0.2278
C -4.8288 -0.9092 1.2103  -0.3098
H 5.6526 1.7592 0.1223  0.1354
H -4.3059 -1.7669 1.5167  0.0855
H -4.6064 -0.7376 -1.4159  0.0661
C -5.9947 -1.7564 0.5734  -0.2391
C -4.3119 0.0846 0.3689  -0.2096
H -8.0382 -1.5919 -0.0748  0.0925
H 5.7920 -2.4582 0.4378  0.1170
H -5.3942 -0.7071 2.2020  0.1456
C 4.0402 0.2894 0.4352  -0.2760
H -7.6350 -0.2203 1.0369  0.0235
C -0.7430 0.5284 -0.9382  -0.2678
H -2.1697 2.1156 -0.1148  0.1374
H -6.5817 -2.4715 1.1899  0.0961
H -3.8368 1.4852 -2.1231  0.1687
H 1.4775 -0.3823 0.7644  0.1368
H 1.8301 -0.2734 -0.8919  0.0308
C 7.0973 -0.6949 -0.2115  -0.1139
C 6.1642 -1.8573 -0.3724  -0.2240
H -5.6464 -2.3015 -0.3470  0.1075
C 1.7425 0.3071 -0.1167  -0.1335
H 3.2556 1.9834 -0.5506  0.1515

LUMO level	0.02505	hartree
strongest force on any atom	0.25575	Eh/bohr
highest occupied orbital energy	-9.236	eV
energy above the lowest of the compared OMol25 structures with the same formula, charge and spin	303.0	kcal/mol
electronic energy	-19146.016	eV

---

C4H11NO in the gas phase in a non-equilibrium geometry. Source: the Open Molecules 2025 dataset; level of theory: ωB97M-V/def2-TZVPD.

Last column: Löwdin charge in e.
Atoms and positions in Å:
N -1.5459 1.4321 0.3135  0.0046
C 1.0338 -1.1191 0.8735  -0.0795
H -2.1082 1.5014 -0.5336  0.0324
C -0.0068 -0.4016 0.0266  -0.4406
O 0.9262 1.7721 0.7676  0.0029
H 0.5830 -1.2242 -1.9085  0.0800
H 0.2546 1.4784 -1.1060  0.1285
H 0.7846 -2.1790 0.9683  0.0805
H -1.0558 -0.2211 0.6235  0.1544
H 1.0972 -0.7090 1.8881  0.0775
H 1.5997 1.2088 1.1746  0.0901
H -0.6974 -2.1303 -1.0798  0.0774
H -1.6585 2.3170 0.8089  0.0343
C 0.1505 1.0664 -0.1056  -0.3226
H 2.0348 -1.0568 0.4294  0.0833
C -0.3110 -1.1271 -1.2813  -0.0765
H -1.0806 -0.6080 -1.8592  0.0733

structure (SMILES)	CC(C)[C@@H](N)O
LUMO level	0.03304	hartree
strongest force on any atom	0.07933	Eh/bohr
highest occupied orbital energy	-8.948	eV
energy above the lowest of the compared OMol25 structures with the same formula, charge and spin	56.0	kcal/mol
electronic energy	-7862.124	eV

---

2 unconnected molecules or ions with the total composition C7H14N2 in a non-equilibrium geometry. Source: the Open Molecules 2025 dataset; level of theory: ωB97M-V/def2-TZVPD.

Last column: Löwdin charge in e.
Atoms and positions in Å:
H -5.0732 -0.5340 1.3952  0.1333
C 0.2732 -0.6924 -0.9393  0.1383
H -0.8665 1.5017 -0.7874  0.0237
C 1.9199 0.6578 0.1270  0.0049
C 3.3362 0.3037 -0.3995  -0.0766
H 3.3828 -0.0759 -1.3758  0.1011
H 3.4009 -1.8426 0.5504  0.0766
C 3.7777 -0.8435 0.6692  -0.0119
H 0.2227 -1.7267 -0.5348  0.1534
H -3.7227 -1.6490 1.7608  0.1306
H 3.4797 -0.5556 1.6763  0.0791
N -3.3585 -0.0371 0.4076  0.1615
H 2.0022 1.1844 1.0501  0.1613
H -0.5772 -0.3705 -1.6346  0.1355
C -2.5544 0.6189 -0.0994  0.0189
C -1.8888 1.6989 -0.7122  0.0041
H -2.3480 2.5897 -0.2080  0.1524
H -2.1770 2.0121 -1.8314  0.1969
C -4.1729 -1.0275 0.9525  -0.0145
H 4.8542 -0.9181 0.5976  0.0914
N 0.8879 0.1997 -0.3534  0.0748
H -4.6071 -1.7333 0.1327  0.1601
H 3.8088 1.2390 -0.4438  0.1051

LUMO level	-0.31739	hartree
strongest force on any atom	0.08175	Eh/bohr
highest occupied orbital energy	-19.069	eV
energy above the lowest of the compared OMol25 structures with the same formula, charge and spin	60.9	kcal/mol
charge	+2
electronic energy	-10445.409	eV

---

A molecular structure, C38H52BrCl2N6O2SSiTi in a non-equilibrium geometry. Source: the Open Molecules 2025 dataset; level of theory: ωB97M-V/def2-TZVPD.

Last column: Löwdin charge in e.
Atoms and positions in Å:
H -1.0178 5.3134 -2.9261  0.0907
C 3.9249 1.5520 5.9068  -0.2251
C 2.5502 -4.7390 2.1425  -0.1927
N 0.8412 1.0921 2.9722  0.0229
H 1.0038 5.3992 -1.8941  0.0911
Cl -3.1229 3.7748 3.3689  0.5492
H 2.4043 -0.2634 -1.9258  0.0398
C -2.1008 4.4113 2.0840  -0.9396
O 2.1809 -5.2060 3.4324  -0.0450
C -0.4909 -0.3955 -4.5837  -0.1002
N -2.7486 -0.2976 0.4971  0.0169
C -2.1791 1.2653 -3.9517  -0.1236
H 2.1976 -5.4334 1.3528  0.1279
C -2.6877 -1.6503 0.4673  -0.2227
N -1.8782 -1.5609 2.6368  -0.0954
H 1.8017 -0.9581 -3.4078  0.0517
C 2.2852 -2.2432 2.5864  0.0684
C 0.6456 -1.9592 0.4848  -0.1383
H -0.7549 -4.1241 3.0243  0.0948
H -4.9214 -6.1553 1.2614  0.1112
C -1.8732 -5.9442 2.7715  -0.0672
C -1.7680 -0.9498 4.7552  -0.7979
Ti -1.2603 0.4507 2.0674  0.5794
H -2.6701 5.1124 1.5169  0.0255
H -4.1627 -2.1775 -2.5282  0.1257
C -3.9359 -0.2927 -1.5724  -0.0642
C 1.6072 -1.0614 2.3295  -0.1959
H 1.1697 -3.9772 -0.0631  0.1229
C -3.7672 -1.6519 -1.6623  -0.0350
H -0.0159 -1.7591 -0.3271  0.0743
C 3.3512 2.0168 -2.7152  -0.1027
S -2.1062 0.7692 4.4134  0.5303
C 0.4442 3.7745 -3.1699  -0.6218
H 5.5171 0.6383 6.5621  0.0864
N -1.6427 -1.3836 6.0317  0.0824
Si 0.5539 1.8632 -3.3049  0.4787
H -2.3075 0.9724 -2.9018  0.0120
H 0.3643 1.7455 -6.2511  0.0696
C -3.7334 -4.3860 1.4039  -0.0414
C 2.8201 0.2582 4.0683  0.0746
H -3.1760 -7.5647 2.3758  0.1007
H 2.8879 -2.3841 3.4674  0.1258
Cl -1.5623 3.1250 0.9809  0.5572
H 4.4419 2.5078 5.7973  0.1345
H 2.0726 4.0024 -1.7030  0.0523
H -4.4318 0.2388 -2.3538  0.1078
O 4.8140 0.4880 5.9576  -0.0184
C 2.9269 1.4250 4.8045  -0.1624
C 2.3362 1.1915 -3.5309  -0.6152
C -2.5724 -3.8034 1.9019  -0.1594
H 3.5171 -0.5813 -3.2294  0.0970
H -1.2102 4.8869 2.5247  0.0445
C -2.3418 -2.3478 1.7249  -0.1794
H 3.5013 -0.5664 4.2068  0.1171
H 0.2992 3.0125 3.4228  0.0891
H 3.6400 -4.7119 2.1629  0.1322
H -1.2738 -0.8288 -5.2067  0.0853
C 2.0130 -3.3594 1.7884  -0.1703
H -4.4787 -3.7838 0.8850  0.1189
H 2.2460 4.2425 -4.3240  0.0700
H 3.1015 2.0042 -1.6430  0.0809
C -0.7534 1.1184 -4.4480  -0.6358
C -1.0007 4.2495 -3.1754  -0.1041
C 1.0499 4.3075 -1.8560  -0.1018
N 0.7011 -0.9512 1.3491  0.0576
C 1.2855 -3.1683 0.6371  0.0069
C 2.0333 2.4615 4.5419  0.0065
H -1.4560 4.1728 -4.1520  0.0686
H -1.2900 1.1833 -6.5427  0.0957
H 4.3383 1.5763 -2.8452  0.0871
C -3.9765 -5.7428 1.5984  -0.0606
H 0.4681 3.9879 -1.0005  0.0243
H 1.0012 5.4560 -4.3976  0.0932
H -1.0029 2.7941 -5.8723  0.0737
C -1.6530 -4.5842 2.6100  -0.0366
H 1.2383 -5.4421 3.4349  0.0778
H -2.8328 0.6084 -4.5356  0.0938
H 2.2927 0.5340 -5.6634  0.0785
C -3.3651 0.3652 -0.4964  -0.1469
H -1.6235 3.7512 -2.4293  0.0699
H 0.4669 -0.6032 -5.0491  0.0633
H -2.5336 2.2852 -4.0406  0.0682
C -0.6550 1.7535 -5.8488  -0.0789
C 1.1640 4.3759 -4.3853  -0.0806
C 1.0402 2.2569 3.6224  -0.1172
H 0.8082 3.9608 -5.3315  0.0676
H 2.0823 3.4023 5.0836  0.1309
N -1.6568 -1.9802 3.9115  0.0151
C 1.7551 0.1428 3.1725  -0.1903
C -3.0203 -6.5185 2.2285  -0.0756
H -3.3789 1.4466 -0.4411  0.0897
C 2.7679 1.2651 -5.0072  -0.0798
Br -0.0744 1.0434 -1.2882  0.5953
H 2.5811 2.2591 -5.3990  0.0625
C 2.4923 -0.2447 -3.0029  -0.1211
H 3.3104 1.6231 6.8394  0.1500
H -0.5418 -0.9300 -3.6121  0.0749
H 3.4395 3.0706 -3.0204  0.0718
H 3.8320 1.1210 -5.0498  0.0807
H -1.1881 -6.5680 3.3424  0.1059
H -1.5354 -2.3698 6.1598  0.0976
H -3.0087 -3.4009 -0.7758  0.1252
C -3.1215 -2.3260 -0.6553  -0.0220
H -1.7481 -0.7755 6.8271  0.0937

LUMO level (alpha / beta)	-0.09324 / -0.10423	hartree
strongest force on any atom	0.03276	Eh/bohr
highest occupied orbital energy (alpha / beta)	-8.792 / -10.110	eV
⟨S²⟩	2.0115
multiplicity	3
charge	+1
electronic energy	-190199.541	eV